ORCA calculation (ωB97M-V/def2-TZVPD) on a 11-piece molecular cluster, C52H113BN3O18 overall in a non-equilibrium geometry.

Last columns: bonded neighbours and bond lengths (Å).
Element x y z (Å)
1 O -2.446 -0.636 -0.917  C2 1.248
2 C -1.267 -0.380 -0.597  O1 1.248, O3 1.305, C6 1.597
3 O -0.834 0.707 -0.019  C2 1.305, B4 1.499
4 B 0.662 0.741 -0.102  O3 1.499, O5 1.494, O8 1.442, O12 1.498
5 O 1.066 -0.548 -0.742  B4 1.494, C6 1.337
6 C -0.019 -1.248 -1.088  C2 1.597, O5 1.337, O7 1.225
7 O 0.007 -2.370 -1.578  C6 1.225
8 O 1.213 0.718 1.230  B4 1.442, C9 1.332
9 C 1.934 1.812 1.467  O8 1.332, O10 1.189, C11 1.541
10 O 2.487 2.085 2.484  C9 1.189
11 C 1.940 2.634 0.164  C9 1.541, O12 1.290, O13 1.218
12 O 1.251 1.978 -0.708  B4 1.498, C11 1.290
13 O 2.537 3.665 -0.090  C11 1.218
14 C 1.945 -4.793 -0.107  C15 1.523, H18 1.090, H19 1.090, H20 1.090
15 C 2.466 -5.314 -1.440  C14 1.523, C16 1.544, O17 1.393, H21 1.090
16 C 2.728 -6.832 -1.550  C15 1.544, H22 1.090, H23 1.090, H24 1.090
17 O 1.515 -4.939 -2.386  C15 1.393, H25 0.960
18 H 2.669 -5.055 0.664  C14 1.090
19 H 1.018 -5.187 0.310  C14 1.090
20 H 1.826 -3.719 -0.253  C14 1.090
21 H 3.355 -4.698 -1.579  C15 1.090
22 H 3.159 -7.102 -2.514  C16 1.090
23 H 1.800 -7.362 -1.333  C16 1.090
24 H 3.309 -7.233 -0.720  C16 1.090
25 H 1.114 -4.122 -2.081  O17 0.960
26 C -4.230 -3.224 -2.500  C27 1.522, H30 1.090, H31 1.090, H32 1.090
27 C -3.416 -2.681 -3.666  C26 1.522, C28 1.551, O29 1.387, H33 1.090
28 C -3.681 -1.213 -4.090  C27 1.551, H34 1.090, H35 1.090, H36 1.090
29 O -2.058 -2.878 -3.464  C27 1.387, H37 0.960
30 H -3.860 -4.183 -2.137  C26 1.090
31 H -5.264 -3.416 -2.785  C26 1.090
32 H -4.300 -2.535 -1.658  C26 1.090
33 H -3.722 -3.252 -4.542  C27 1.090
34 H -2.751 -0.762 -4.438  C28 1.090
35 H -4.123 -0.631 -3.282  C28 1.090
36 H -4.324 -1.146 -4.967  C28 1.090
37 H -1.884 -2.321 -2.701  O29 0.960
38 C 3.211 4.158 -3.848  C39 1.561, H42 1.090, H43 1.090, H44 1.090
39 C 3.786 5.199 -2.838  C38 1.561, C40 1.518, O41 1.419, H45 1.090
40 C 4.956 5.944 -3.455  C39 1.518, H46 1.090, H47 1.090, H48 1.090
41 O 2.754 6.039 -2.344  C39 1.419, H49 0.960
42 H 2.493 3.431 -3.467  C38 1.090
43 H 3.977 3.549 -4.328  C38 1.090
44 H 2.809 4.587 -4.766  C38 1.090
45 H 4.175 4.686 -1.958  C39 1.090
46 H 5.617 5.309 -4.046  C40 1.090
47 H 5.517 6.404 -2.642  C40 1.090
48 H 4.632 6.677 -4.194  C40 1.090
49 H 2.055 5.467 -2.018  O41 0.960
50 C 4.388 -0.912 0.929  C51 1.523, H54 1.090, H55 1.090, H56 1.090
51 C 5.619 -1.806 0.837  C50 1.523, C52 1.513, O53 1.416, H57 1.090
52 C 5.496 -3.310 0.732  C51 1.513, H58 1.090, H59 1.090, H60 1.090
53 O 6.460 -1.448 -0.245  C51 1.416, H61 0.960
54 H 3.871 -1.040 -0.021  C50 1.090
55 H 4.647 0.127 1.137  C50 1.090
56 H 3.740 -1.279 1.724  C50 1.090
57 H 6.253 -1.571 1.692  C51 1.090
58 H 4.783 -3.754 1.427  C52 1.090
59 H 6.441 -3.813 0.935  C52 1.090
60 H 5.210 -3.590 -0.282  C52 1.090
61 H 7.085 -0.765 0.010  O53 0.960
62 C -1.964 1.570 3.791  C63 1.515, H66 1.090, H67 1.090, H68 1.090
63 C -0.621 1.486 4.486  C62 1.515, C64 1.498, O65 1.389, H69 1.090
64 C 0.150 0.206 4.385  C63 1.498, H70 1.090, H71 1.090, H72 1.090
65 O 0.193 2.546 4.109  C63 1.389, H73 0.960
66 H -2.605 2.384 4.129  C62 1.090
67 H -2.565 0.694 4.037  C62 1.090
68 H -1.906 1.594 2.702  C62 1.090
69 H -0.770 1.622 5.557  C63 1.090
70 H 0.229 -0.143 3.355  C64 1.090
71 H -0.331 -0.639 4.876  C64 1.090
72 H 1.152 0.340 4.793  C64 1.090
73 H 1.110 2.271 4.032  O65 0.960
74 C 4.325 4.602 3.624  C75 1.580, H78 1.090, H79 1.090, H80 1.090
75 C 5.152 4.611 2.278  C74 1.580, C76 1.518, O77 1.439, H81 1.090
76 C 4.743 5.832 1.476  C75 1.518, H82 1.090, H83 1.090, H84 1.090
77 O 6.548 4.785 2.585  C75 1.439, H85 0.960
78 H 4.637 5.497 4.163  C74 1.090
79 H 4.570 3.762 4.274  C74 1.090
80 H 3.253 4.491 3.462  C74 1.090
81 H 5.017 3.689 1.712  C75 1.090
82 H 5.029 6.786 1.919  C76 1.090
83 H 3.654 5.793 1.454  C76 1.090
84 H 5.065 5.784 0.436  C76 1.090
85 H 6.651 5.579 3.114  O77 0.960
86 C -1.806 5.499 0.655  C87 1.535, H90 1.090, H91 1.090, H92 1.090
87 C -0.700 4.820 1.474  C86 1.535, C88 1.525, O89 1.429, H93 1.090
88 C 0.562 5.673 1.536  C87 1.525, H94 1.090, H95 1.090, H96 1.090
89 O -1.152 4.632 2.817  C87 1.429, H97 0.960
90 H -2.786 5.038 0.785  C86 1.090
91 H -1.544 5.352 -0.393  C86 1.090
92 H -1.956 6.567 0.809  C86 1.090
93 H -0.581 3.787 1.146  C87 1.090
94 H 1.001 5.932 0.573  C88 1.090
95 H 1.362 5.218 2.120  C88 1.090
96 H 0.200 6.550 2.073  C88 1.090
97 H -0.575 3.949 3.167  O89 0.960
98 C -2.208 -4.293 0.139  C99 1.554, H109 1.090, H110 1.090, H111 1.090
99 C -2.263 -4.533 1.673  C98 1.554, C100 1.556, N104 1.472, C108 1.601
100 C -1.511 -3.396 2.422  C99 1.556, C101 1.514, H112 1.090, H113 1.090
101 C -2.230 -2.072 2.578  C100 1.514, C102 1.506, H114 1.090, H115 1.090
102 C -3.584 -2.372 3.165  C101 1.506, C103 1.523, H116 1.090, H117 1.090
103 C -4.457 -3.377 2.427  C102 1.523, N104 1.511, C106 1.507, C107 1.507
104 N -3.655 -4.626 2.143  C99 1.472, C103 1.511, O105 1.439
105 O -4.408 -5.649 1.465  N104 1.439, H127 0.960
106 C -5.618 -3.769 3.304  C103 1.507, H118 1.090, H119 1.090, H120 1.090
107 C -5.035 -2.730 1.194  C103 1.507, H121 1.090, H122 1.090, H123 1.090
108 C -1.460 -5.832 2.154  C99 1.601, H124 1.090, H125 1.090, H126 1.090
109 H -1.180 -4.431 -0.195  C98 1.090
110 H -2.588 -3.302 -0.108  C98 1.090
111 H -2.865 -4.968 -0.409  C98 1.090
112 H -1.096 -3.690 3.386  C100 1.090
113 H -0.573 -3.226 1.893  C100 1.090
114 H -2.226 -1.478 1.664  C101 1.090
115 H -1.675 -1.584 3.379  C101 1.090
116 H -4.150 -1.454 3.322  C102 1.090
117 H -3.523 -2.661 4.214  C102 1.090
118 H -5.255 -4.296 4.186  C106 1.090
119 H -6.319 -2.958 3.505  C106 1.090
120 H -6.181 -4.541 2.780  C106 1.090
121 H -5.760 -1.976 1.501  C107 1.090
122 H -4.254 -2.302 0.566  C107 1.090
123 H -5.546 -3.513 0.634  C107 1.090
124 H -1.470 -5.960 3.236  C108 1.090
125 H -0.405 -5.690 1.918  C108 1.090
126 H -1.777 -6.745 1.650  C108 1.090
127 H -4.600 -6.250 2.188  O105 0.960
128 C -7.164 2.862 0.002  C129 1.606, H139 1.090, H140 1.090, H141 1.090
129 C -6.064 2.061 0.855  C128 1.606, C130 1.567, N134 1.483, C138 1.604
130 C -5.465 3.031 1.930  C129 1.567, C131 1.519, H142 1.090, H143 1.090
131 C -6.371 3.183 3.139  C130 1.519, C132 1.540, H144 1.090, H145 1.090
132 C -6.704 1.813 3.758  C131 1.540, C133 1.518, H146 1.090, H147 1.090
133 C -7.327 0.864 2.752  C132 1.518, N134 1.466, C136 1.545, C137 1.551
134 N -6.569 0.824 1.498  C129 1.483, C133 1.466, O135 1.389
135 O -7.163 -0.001 0.551  N134 1.389, H157 0.960
136 C -7.215 -0.550 3.363  C133 1.545, H148 1.090, H149 1.090, H150 1.090
137 C -8.844 1.126 2.560  C133 1.551, H151 1.090, H152 1.090, H153 1.090
138 C -4.838 1.512 -0.021  C129 1.604, H154 1.090, H155 1.090, H156 1.090
139 H -7.497 2.308 -0.875  C128 1.090
140 H -6.728 3.802 -0.337  C128 1.090
141 H -8.015 3.154 0.619  C128 1.090
142 H -4.454 2.710 2.180  C130 1.090
143 H -5.404 4.064 1.585  C130 1.090
144 H -7.349 3.505 2.780  C131 1.090
145 H -6.093 3.847 3.958  C131 1.090
146 H -7.464 1.908 4.534  C132 1.090
147 H -5.854 1.473 4.350  C132 1.090
148 H -7.773 -1.258 2.750  C136 1.090
149 H -6.182 -0.898 3.397  C136 1.090
150 H -7.665 -0.544 4.356  C136 1.090
151 H -8.996 2.183 2.344  C137 1.090
152 H -9.349 0.490 1.833  C137 1.090
153 H -9.296 1.006 3.545  C137 1.090
154 H -5.068 0.768 -0.783  C138 1.090
155 H -4.107 1.002 0.605  C138 1.090
156 H -4.278 2.326 -0.482  C138 1.090
157 H -6.441 -0.633 0.527  O135 0.960
158 C 7.080 -2.504 -5.303  C159 1.536, H169 1.090, H170 1.090, H171 1.090
159 C 6.351 -1.231 -4.847  C158 1.536, C160 1.566, N164 1.493, C168 1.580
160 C 5.856 -0.509 -6.146  C159 1.566, C161 1.571, H172 1.090, H173 1.090
161 C 4.670 0.501 -5.945  C160 1.571, C162 1.557, H174 1.090, H175 1.090
162 C 3.554 -0.257 -5.167  C161 1.557, C163 1.542, H176 1.090, H177 1.090
163 C 3.944 -0.899 -3.821  C162 1.542, N164 1.477, C166 1.532, C167 1.540
164 N 5.189 -1.670 -4.020  C159 1.493, C163 1.477, O165 1.361
165 O 5.539 -2.377 -2.911  N164 1.361, H187 0.960
166 C 4.126 0.267 -2.844  C163 1.532, H178 1.090, H179 1.090, H180 1.090
167 C 2.854 -1.857 -3.307  C163 1.540, H181 1.090, H182 1.090, H183 1.090
168 C 7.372 -0.363 -4.010  C159 1.580, H184 1.090, H185 1.090, H186 1.090
169 H 8.069 -2.326 -5.724  C158 1.090
170 H 6.525 -3.110 -6.019  C158 1.090
171 H 7.298 -3.082 -4.405  C158 1.090
172 H 6.674 0.084 -6.554  C160 1.090
173 H 5.558 -1.226 -6.912  C160 1.090
174 H 4.337 0.975 -6.868  C161 1.090
175 H 5.152 1.334 -5.431  C161 1.090
176 H 3.175 -1.028 -5.838  C162 1.090
177 H 2.812 0.537 -5.079  C162 1.090
178 H 4.588 1.139 -3.306  C166 1.090
179 H 3.161 0.560 -2.430  C166 1.090
180 H 4.816 0.112 -2.014  C166 1.090
181 H 2.692 -2.753 -3.906  C167 1.090
182 H 3.114 -2.353 -2.372  C167 1.090
183 H 1.894 -1.344 -3.248  C167 1.090
184 H 8.125 -0.879 -3.414  C168 1.090
185 H 6.885 0.311 -3.306  C168 1.090
186 H 7.848 0.410 -4.613  C168 1.090
187 H 5.812 -1.737 -2.249  O165 0.960

Output
* molar mass: 1079.3 g mol⁻¹
* ΔE to the lowest compared entry with this formula, charge and spin: 0.00 kJ/mol
* total charge: -1
* calculated total energy: -3592.67201 a.u.
* frontier orbital gap: 8.1 eV